(1)
{
  "formula": "C21H31N3O3",
  "method": "ωB97M-V with the def2-TZVPD basis set",
  "smiles": "CCCCN(CC)Cc1ccc(CNC(=O)Nc2ccc(OCC)cc2)o1",
  "spin_multiplicity": 1,
  "symbols": ["C", "C", "C", "C", "N", "C", "C", "H", "H", "H", "H", "H", "C", "C", "C", "C", "C", "O", "C", "N", "C", "O", "N", "C", "C", "C", "C", "C", "C", "H", "H", "O", "C", "C", "H", "H", "H", "H", "H", "H", "H", "H", "H", "H", "H", "H", "H", "H", "H", "H", "H", "H", "H", "H", "H", "H", "H", "H"],
  "xyz": [[-5.934, -0.119, 1.181], [-4.802, 0.879, 0.974], [-3.438, 0.196, 0.969], [-2.305, 1.189, 0.702], [-2.471, 1.913, -0.544], [-2.384, 1.133, -1.761], [-1.021, 0.533, -2.128], [-1.128, -0.090, -3.013], [-0.634, -0.084, -1.319], [-0.300, 1.315, -2.343], [-3.116, 0.326, -1.677], [-2.714, 1.782, -2.579], [-1.787, 3.199, -0.557], [-0.379, 3.192, -0.042], [0.119, 3.488, 1.194], [1.511, 3.233, 1.140], [1.771, 2.804, -0.127], [0.625, 2.780, -0.848], [3.005, 2.262, -0.770], [3.064, 0.823, -0.605], [3.949, 0.240, 0.246], [4.923, 0.809, 0.694], [3.725, -1.095, 0.510], [2.560, -1.854, 0.360], [1.294, -1.329, 0.593], [0.160, -2.114, 0.460], [0.269, -3.454, 0.104], [1.543, -3.989, -0.101], [2.667, -3.205, 0.026], [3.645, -3.636, -0.130], [1.622, -5.033, -0.357], [-0.763, -4.330, -0.035], [-2.098, -3.872, 0.038], [-2.542, -3.156, -1.235], [-2.409, -3.813, -2.091], [-1.956, -2.256, -1.400], [-3.593, -2.889, -1.157], [-2.245, -3.234, 0.917], [-2.687, -4.783, 0.174], [-0.802, -1.670, 0.665], [1.187, -0.302, 0.913], [4.528, -1.572, 0.893], [2.284, 0.285, -0.948], [3.009, 2.506, -1.837], [3.898, 2.668, -0.291], [2.224, 3.351, 1.930], [-0.433, 3.847, 2.038], [-1.801, 3.578, -1.581], [-2.364, 3.885, 0.075], [-1.338, 0.660, 0.756], [-2.308, 1.934, 1.501], [-3.257, -0.269, 1.942], [-3.433, -0.598, 0.221], [-4.825, 1.626, 1.770], [-4.935, 1.402, 0.026], [-5.947, -0.856, 0.380], [-5.814, -0.644, 2.126], [-6.895, 0.390, 1.192]]
}

(2)
{
  "formula": "C3H4O2",
  "method": "ωB97M-V with the def2-TZVPD basis set",
  "smiles": "OC#CCO",
  "spin_multiplicity": 1,
  "symbols": ["C", "O", "O", "C", "C", "H", "H", "H", "H"],
  "xyz": [[1.073, -0.773, -0.033], [1.380, 0.896, -0.461], [-2.589, 0.368, -0.222], [-1.472, -0.304, -0.220], [-0.265, -0.395, 0.074], [1.483, 1.408, 0.354], [-2.568, 1.071, 0.455], [1.643, -0.806, 0.892], [1.314, -1.465, -0.840]]
}

(3)
{
  "formula": "C6H8",
  "method": "ωB97M-V with the def2-TZVPD basis set",
  "spin_multiplicity": 1,
  "symbols": ["C", "C", "C", "C", "C", "C", "H", "H", "H", "H", "H", "H", "H", "H"],
  "xyz": [[0.371, -1.244, 0.020], [-0.857, -0.372, 0.459], [0.213, 0.531, 1.166], [0.992, 0.185, -0.149], [0.093, 0.794, -1.216], [-1.122, 0.433, -0.824], [0.224, -1.873, -0.861], [0.904, -1.811, 0.800], [-1.838, -0.681, 0.803], [0.732, 0.118, 2.047], [-0.080, 1.564, 1.361], [2.065, 0.346, -0.251], [0.392, 1.373, -2.075], [-2.091, 0.638, -1.280]]
}

The following strongest force on any atom values (in Eh/bohr) correspond, in order, to the records above: 0.0186, 0.1000, 0.0241.
The following energy above the lowest of the compared OMol25 structures with the same formula, charge and spin values (in kcal per mole) correspond, in order, to the records above: 54.2, 109.1, 34.1.
The following frontier orbital gap values (in eV) correspond, in order, to the records above: 8.8, 8.8, 10.0.